The following is a quantum chemistry calculation of a single C3H4N2O2S molecule in a non-equilibrium geometry, from OMol25.

gap between HOMO and LUMO (alpha / beta): 8.9 / 8.9 eV
highest occupied orbital energy (alpha / beta): -8.842 / -8.842 eV
E_tot: -21083.18041 eV
M: 132.14 Da
energy relative to the best compared isomer or geometry (same formula, charge and spin): 84.2 kcal per mole

Each atom is followed by the atoms it is bonded to, with distances in Å.
Atoms and positions in Å:
1 C -1.42922 0.60812 0.46115  C2 1.362, N4 1.368, H9 1.069
2 C -0.24001 1.12011 0.03854  C1 1.362, N5 1.361, H10 1.070
3 C -0.33596 -0.91158 -0.66979  N4 1.338, N5 1.314, H11 1.069
4 N -1.47153 -0.67847 -0.00158  C1 1.368, C3 1.338, H12 1.007
5 N 0.42425 0.16074 -0.66112  C2 1.361, C3 1.314, S8 2.072
6 O 2.75874 1.22620 0.20085  S8 1.429
7 O 2.07945 -1.42193 0.74439  S8 1.880
8 S 2.47694 -0.01868 -0.44232  N5 2.072, O6 1.429, O7 1.880
9 H -2.21674 1.03854 1.04249  C1 1.069
10 H 0.19976 2.08199 0.20008  C2 1.070
11 H -0.04923 -1.85090 -1.09128  C3 1.069
12 H -2.19647 -1.35415 0.17859  N4 1.007

The following is a quantum chemistry calculation of a single C11H8N2 molecule in a non-equilibrium geometry, from OMol25.

gap between HOMO and LUMO: 8.4 eV
highest occupied orbital energy: -8.219 eV
E_tot: -14513.57044 eV
M: 168.20 Da
SMILES: c1ccc2c(c1)ncc1cccn12
energy relative to the best compared isomer or geometry (same formula, charge and spin): 74.8 kcal per mole

Each atom is followed by the atoms it is bonded to, with distances in Å.
Atoms and positions in Å:
1 C -1.52009 2.76325 0.53871  C2 1.387, C11 1.487, H12 0.981
2 C -2.46665 1.79104 0.24966  C1 1.387, C3 1.409, H13 1.088
3 C -1.77791 0.56628 0.13987  C2 1.409, C4 1.435, N21 1.408
4 C -2.11894 -0.82077 0.27767  C3 1.435, H14 1.205, N20 1.261
5 C -0.12765 -1.49692 -0.06909  C6 1.442, C10 1.438, N20 1.400
6 C 0.94823 -2.37422 -0.45955  C5 1.442, C7 1.371, H15 1.160
7 C 2.27325 -2.16972 -0.74571  C6 1.371, C8 1.374, H16 1.121
8 C 2.67368 -0.85546 -0.72456  C7 1.374, C9 1.349, H17 1.092
9 C 1.75949 0.07745 -0.38870  C8 1.349, C10 1.380, H18 1.214
10 C 0.41679 -0.17088 -0.18845  C5 1.438, C9 1.380, N21 1.362
11 C -0.18593 2.15009 0.77226  C1 1.487, H19 1.054, N21 1.439
12 H -1.55687 3.74128 0.60418  C1 0.981
13 H -3.54466 1.90520 0.34458  C2 1.088
14 H -3.30747 -0.70637 0.44230  C4 1.205
15 H 0.42053 -3.40016 -0.34290  C6 1.160
16 H 3.12700 -2.89645 -0.73998  C7 1.121
17 H 3.75367 -0.70668 -0.79228  C8 1.092
18 H 2.28695 1.15181 -0.59293  C9 1.214
19 H 0.76239 2.50122 1.07065  C11 1.054
20 N -1.41706 -1.86732 0.33093  C4 1.261, C5 1.400
21 N -0.39875 0.81733 0.27331  C3 1.408, C10 1.362, C11 1.439

The following is a quantum chemistry calculation of 4 unconnected molecules or ions with the total composition C17H26F9O7, from OMol25.

gap between HOMO and LUMO: 2.8 eV
charge: -1
highest occupied orbital energy: -1.070 eV
E_tot: -56839.56183 eV
M: 513.37 Da

Each atom is followed by the atoms it is bonded to, with distances in Å.
Atoms and positions in Å:
1 C 6.30215 -1.02766 6.85840  C2 1.522, H7 1.102, H8 1.107
2 C 5.90832 0.38714 6.45825  C1 1.522, C3 1.524, H9 1.118, H10 1.101
3 C 4.47251 0.69599 6.86391  C2 1.524, O4 1.431, H11 1.102, H12 1.098
4 O 3.56518 0.13937 5.90704  C3 1.431, C5 1.403
5 C 2.44023 -0.49263 6.45843  O4 1.403, C6 1.542, H13 1.095, H14 1.097
6 C 1.48833 0.45749 7.21188  C5 1.542, H15 1.092, H16 1.093, H17 1.090
7 H 7.33033 -1.25057 6.53093  C1 1.102
8 H 6.31311 -1.08065 7.96367  C1 1.107
9 H 6.52864 1.22540 6.86082  C2 1.118
10 H 5.94288 0.51192 5.36442  C2 1.101
11 H 4.28445 1.77904 6.93552  C3 1.102
12 H 4.27749 0.24624 7.84682  C3 1.098
13 H 1.91369 -0.94716 5.61328  C5 1.095
14 H 2.77514 -1.30978 7.10998  C5 1.097
15 H 1.26683 0.09810 8.21932  C6 1.092
16 H 0.53794 0.57818 6.68603  C6 1.093
17 H 1.94168 1.44488 7.30512  C6 1.090
18 C 3.25014 0.96532 2.86025  C19 1.505, H27 1.092, H28 1.092, H29 1.090
19 C 4.20034 0.44287 1.81732  C18 1.505, O20 1.467, H30 1.087, H31 1.088
20 O 4.03588 1.14637 0.54085  C19 1.467, C21 1.314
21 C 4.65257 2.29993 0.41314  O20 1.314, O22 1.195, C23 1.549
22 O 5.35562 2.87036 1.19382  C21 1.195
23 C 4.37476 2.87338 -0.99856  C21 1.549, F24 1.345, F25 1.343, F26 1.328
24 F 3.07726 2.76108 -1.33515  C23 1.345
25 F 5.08742 2.20428 -1.91907  C23 1.343
26 F 4.70603 4.15739 -1.07195  C23 1.328
27 H 2.21879 0.92271 2.50447  C18 1.092
28 H 3.34788 0.35833 3.76246  C18 1.092
29 H 3.49102 1.99222 3.13416  C18 1.090
30 H 3.99644 -0.59295 1.55926  C19 1.087
31 H 5.23821 0.53711 2.13132  C19 1.088
32 C 0.46141 0.70542 -2.04668  C33 1.508, H41 1.090, H42 1.089, H43 1.089
33 C -0.32016 1.66100 -2.91334  C32 1.508, O34 1.456, H44 1.087, H45 1.089
34 O -1.48305 1.00682 -3.49736  C33 1.456, C35 1.318
35 C -2.56002 0.94548 -2.73921  O34 1.318, O36 1.195, C37 1.547
36 O -2.71444 1.37194 -1.63335  C35 1.195
37 C -3.70195 0.24747 -3.51537  C35 1.547, F38 1.339, F39 1.344, F40 1.330
38 F -3.28323 -0.85750 -4.14491  C37 1.339
39 F -4.20059 1.08153 -4.44359  C37 1.344
40 F -4.69159 -0.09431 -2.69505  C37 1.330
41 H 0.75131 -0.17843 -2.61514  C32 1.090
42 H 1.36521 1.20033 -1.69515  C32 1.089
43 H -0.11949 0.39291 -1.17979  C32 1.089
44 H 0.25400 1.98830 -3.77632  C33 1.087
45 H -0.66079 2.53197 -2.35583  C33 1.089
46 C -5.91776 -2.72676 -5.05141  C47 1.509, H55 1.090, H56 1.088, H57 1.089
47 C -6.68397 -1.63445 -5.75724  C46 1.509, O48 1.453, H58 1.087, H59 1.089
48 O -7.20881 -2.10610 -7.02795  C47 1.453, C49 1.320
49 C -8.34402 -2.77759 -6.97499  O48 1.320, O50 1.196, C51 1.547
50 O -8.99918 -3.03962 -6.00927  C49 1.196
51 C -8.78055 -3.18150 -8.40353  C49 1.547, F52 1.336, F53 1.342, F54 1.328
52 F -7.76118 -3.67088 -9.11576  C51 1.336
53 F -9.25983 -2.10760 -9.04963  C51 1.342
54 F -9.73810 -4.10080 -8.35759  C51 1.328
55 H -5.11414 -3.10432 -5.68325  C46 1.090
56 H -5.47967 -2.32642 -4.13938  C46 1.088
57 H -6.57387 -3.55254 -4.77864  C46 1.089
58 H -6.04234 -0.80035 -6.03034  C47 1.087
59 H -7.51448 -1.26768 -5.15605  C47 1.089

The following is a quantum chemistry calculation of 2 unconnected molecules or ions with the total composition C22H31N5O6 in a non-equilibrium geometry, from OMol25.

gap between HOMO and LUMO: 4.9 eV
highest occupied orbital energy: -5.552 eV
E_tot: -43051.76370 eV
M: 461.52 Da
energy relative to the best compared isomer or geometry (same formula, charge and spin): 55.0 kcal per mole

Each atom is followed by the atoms it is bonded to, with distances in Å.
Atoms and positions in Å:
1 O 3.03713 -0.45064 1.87767  C7 1.240
2 O 4.52710 -2.74258 3.99015  C8 1.234
3 O -1.39594 7.54285 -3.56445  C9 1.218
4 O -3.08374 2.63933 -1.67607  C10 1.224
5 O 1.91671 -4.63825 -0.14222  C13 1.273
6 O 5.15060 -0.32048 2.70136  C7 1.369, H34 0.963
7 C 3.97879 -0.99066 2.47632  O1 1.240, O6 1.369, C8 1.523
8 C 3.84854 -2.40880 3.01542  O2 1.234, C7 1.523, C12 1.483
9 C -1.78486 6.56540 -2.95040  O3 1.218, N25 1.339, C27 1.518
10 C -2.78780 3.48685 -2.50777  O4 1.224, N23 1.338, C33 1.540
11 C 1.82122 -5.60753 1.96592  C13 1.390, C14 1.477, H35 1.081
12 C 2.93511 -3.39317 2.38650  C8 1.483, C14 1.390, H36 1.081
13 C 1.47564 -5.55754 0.62015  O5 1.273, C11 1.390, C21 1.490
14 C 2.71089 -4.71836 2.73973  C11 1.477, C12 1.390, C28 1.509
15 C 0.83709 2.22105 1.62145  N22 1.299, N24 1.325, N26 1.302
16 C -1.14677 -8.47033 -1.20294  C17 1.396, C18 1.396, H37 1.086
17 C -1.01966 -7.19000 -1.74389  C16 1.396, C19 1.399, H38 1.085
18 C -0.41361 -8.81632 -0.06635  C16 1.396, C20 1.400, H39 1.086
19 C -0.16360 -6.25838 -1.14572  C17 1.399, C21 1.410, H40 1.087
20 C 0.43848 -7.88153 0.53433  C18 1.400, C21 1.412, H41 1.085
21 C 0.57552 -6.57708 0.01175  C13 1.490, C19 1.410, C20 1.412
22 N 0.65241 1.06349 2.18103  C15 1.299, H42 1.002, H43 1.021
23 N -3.66666 3.95072 -3.40332  C10 1.338, C29 1.464, H44 1.008
24 N -0.07170 3.17859 1.73551  C15 1.325, C30 1.478, H45 1.006
25 N -1.17261 5.39174 -3.15473  C9 1.339, C33 1.483, H46 1.011
26 N 1.94952 2.35628 0.95911  C15 1.302, H47 1.000, H48 1.013
27 C -2.95750 6.72922 -2.00051  C9 1.518, H49 1.088, H50 1.089, H51 1.083
28 C 3.32018 -5.32651 3.97963  C14 1.509, H52 1.094, H53 1.094, H54 1.093
29 C -5.06343 3.52121 -3.48733  N23 1.464, H55 1.091, H56 1.093, H57 1.092
30 C -0.03042 4.54646 1.17638  N24 1.478, C31 1.538, H58 1.091, H59 1.092
31 C -0.96732 4.72216 -0.03068  C30 1.538, C32 1.540, H60 1.089, H61 1.091
32 C -0.52969 3.88601 -1.24757  C31 1.540, C33 1.549, H62 1.091, H63 1.091
33 C -1.35512 4.05058 -2.54784  C10 1.540, N25 1.483, C32 1.549, H64 1.091
34 H 5.07667 0.54437 2.28435  O6 0.963
35 H 1.40434 -6.42592 2.53551  C11 1.081
36 H 2.41146 -3.01638 1.51892  C12 1.081
37 H -1.80662 -9.19635 -1.66783  C16 1.086
38 H -1.58062 -6.91766 -2.63235  C17 1.085
39 H -0.50134 -9.81440 0.35145  C18 1.086
40 H -0.06845 -5.26813 -1.58274  C19 1.087
41 H 1.00778 -8.19110 1.40434  C20 1.085
42 H -0.18400 0.84000 2.68493  N22 1.002
43 H 1.37585 0.34940 2.08681  N22 1.021
44 H -3.33931 4.63740 -4.06510  N23 1.008
45 H -0.89397 2.93652 2.26212  N24 1.006
46 H -0.43160 5.47362 -3.83745  N25 1.011
47 H 2.17005 3.21855 0.50372  N26 1.000
48 H 2.56628 1.55421 0.91690  N26 1.013
49 H -3.86037 6.88103 -2.58909  C27 1.088
50 H -2.77997 7.61394 -1.39094  C27 1.089
51 H -3.09217 5.87149 -1.35246  C27 1.083
52 H 3.09499 -4.71063 4.85497  C28 1.094
53 H 4.40540 -5.39768 3.86399  C28 1.094
54 H 2.93259 -6.33142 4.16470  C28 1.093
55 H -5.65331 4.25078 -4.04490  C29 1.091
56 H -5.48234 3.42040 -2.48304  C29 1.093
57 H -5.12391 2.55182 -3.98715  C29 1.092
58 H 0.98543 4.81871 0.88621  C30 1.091
59 H -0.34417 5.24630 1.95375  C30 1.092
60 H -0.94962 5.77699 -0.30080  C31 1.089
61 H -1.98224 4.44736 0.25948  C31 1.091
62 H -0.54775 2.83079 -0.96995  C32 1.091
63 H 0.50650 4.13770 -1.47773  C32 1.091
64 H -0.88003 3.36453 -3.25121  C33 1.091

The following is a quantum chemistry calculation of a single H2N2O3S molecule in a non-equilibrium geometry, from OMol25.

gap between HOMO and LUMO: 9.8 eV
highest occupied orbital energy: -9.866 eV
E_tot: -19986.14788 eV
M: 110.09 Da
energy relative to the best compared isomer or geometry (same formula, charge and spin): 40.2 kcal per mole

Each atom is followed by the atoms it is bonded to, with distances in Å.
Atoms and positions in Å:
1 N 0.27382 -0.83699 1.16849  S6 1.679, H7 0.943, H8 1.064
2 N -0.73693 0.71474 -0.94749  O3 1.203, O4 1.197, S6 1.992
3 O -0.24961 1.35029 -1.84575  N2 1.203
4 O -1.84137 0.79192 -0.49324  N2 1.197
5 O 1.70233 0.17360 -0.69191  S6 1.419
6 S 0.59561 -0.68790 -0.47296  N1 1.679, N2 1.992, O5 1.419
7 H -0.20278 -1.55341 1.55346  N1 0.943
8 H 0.45893 0.04775 1.72941  N1 1.064